{
  "formula": "C4H14N2O",
  "method": "ωB97M-V/def2-TZVPD",
  "species": ["H", "O", "H", "H", "C", "H", "C", "C", "H", "H", "H", "H", "N", "H", "H", "H", "C", "H", "N", "H", "H"],
  "positions_angstrom": [[-1.274, -0.528, -0.133], [-2.933, 2.648, 1.136], [1.246, 0.936, -0.599], [1.828, -0.698, -2.190], [1.645, -1.645, -1.650], [0.397, -2.344, 1.240], [-0.205, -0.708, -0.082], [0.193, 0.774, -0.332], [-0.457, 1.172, -1.113], [-2.653, 3.106, 0.340], [0.454, 1.165, 1.629], [-0.853, -1.259, 1.901], [0.197, -1.592, -1.157], [1.567, -2.435, -2.381], [0.850, -0.693, 1.755], [0.159, 2.530, 0.755], [0.066, -1.310, 1.325], [-0.231, -1.283, -2.021], [-0.122, 1.569, 0.904], [2.287, -1.584, -0.774], [-2.161, 2.178, 1.444]],
  "forces_ev_per_angstrom": [[-0.5, -0.9, -0.2], [-0.8, 0.4, 0.0], [-0.1, -0.3, -0.2], [0.3, -0.3, 0.0], [-2.4, 2.2, 0.9], [0.0, 0.1, 0.0], [-0.2, 0.9, -0.2], [0.3, 0.5, 1.5], [0.2, -0.1, -0.2], [0.1, -0.1, 0.0], [0.0, 0.4, 0.3], [0.2, 0.0, 0.3], [0.6, -0.4, -1.2], [1.2, -0.6, 0.3], [0.2, -0.4, 0.7], [0.2, 0.0, 0.2], [0.3, 0.8, -1.1], [-0.8, -0.1, 0.2], [0.0, -0.6, -0.8], [0.5, -1.1, -0.3], [0.7, -0.4, -0.1]],
  "mol_weight_g_mol": 106.17,
  "homo_lumo_gap_ev": 9.56,
  "e_tot_ev": -9401.630,
  "largest_force_ev_per_a": 3.386,
  "homo_ev": -8.82,
  "e_above_lowest_kcal_mol": 45.6,
  "smiles": "CN[C@@H](C)CN.O"
}

***

{
  "formula": "C4H14N2O",
  "method": "ωB97M-V/def2-TZVPD",
  "species": ["H", "H", "H", "H", "H", "N", "C", "C", "N", "H", "H", "H", "H", "C", "O", "C", "H", "H", "H", "H", "H"],
  "positions_angstrom": [[-0.739, 1.984, 0.304], [0.982, -2.144, -1.926], [-2.148, -1.014, -0.175], [0.883, 1.156, 2.686], [1.288, 0.174, -0.875], [1.794, 0.806, 2.417], [1.665, 0.002, 1.192], [1.080, 0.786, 0.009], [-1.123, 0.532, -1.156], [-3.215, 0.234, -0.853], [-0.428, -1.968, -1.340], [2.599, -0.466, 0.899], [-2.390, -0.937, -1.909], [-2.291, -0.335, -1.015], [0.104, -2.538, -1.913], [-0.435, 0.959, 0.067], [-1.388, 1.319, -1.725], [-0.862, 0.369, 0.893], [0.955, -0.827, 1.361], [2.065, 0.170, 3.156], [1.603, 1.739, -0.097]],
  "forces_ev_per_angstrom": [[0.3, 0.1, 0.1], [-0.1, 0.1, 0.0], [0.0, 0.0, 0.1], [-0.1, 0.1, 0.0], [0.0, 0.3, -0.1], [0.3, -0.3, -0.4], [-1.3, 0.0, 0.0], [0.5, -0.4, 0.1], [0.2, -0.4, 0.0], [-0.1, -0.2, 0.1], [0.3, 0.0, -0.3], [0.4, 0.3, 0.2], [-0.2, -0.1, -0.3], [0.2, 0.4, 0.2], [-0.2, -0.1, 0.2], [-1.0, 0.1, 0.2], [0.2, 0.1, -0.1], [0.3, -0.1, -0.1], [0.2, -0.1, -0.1], [0.1, 0.1, 0.2], [0.0, 0.0, -0.1]],
  "mol_weight_g_mol": 106.17,
  "homo_lumo_gap_ev": 9.86,
  "e_tot_ev": -9402.066,
  "largest_force_ev_per_a": 1.259,
  "homo_ev": -8.94,
  "e_above_lowest_kcal_mol": 35.5,
  "smiles": "CNCCCN.O"
}